(1)
55
Properties=species:S:1:pos:R:3:lowdin_charge:R:1 method="wB97M-V/def2-TZVPD" e_homo_ev=-8.08 total_energy_ev=-61921.7480 smiles="O=S(=O)(c1ccc(Cl)cc1)c1nc(-c2ccccc2F)oc1NCCCN1CCOCC1" de_lowest_ev=0.000 total_charge=0 lumo_energy_ev=0.2
O 0.61617 1.09421 -4.13387 -0.28
S 0.73129 0.40752 -2.88157 0.74
O 1.21993 -0.95833 -2.91280 -0.32
C -0.81495 0.30282 -2.03767 -0.27
C -1.39603 -0.88060 -1.61872 -0.29
N -1.09686 -2.15873 -1.91684 0.08
H -0.21403 -2.22300 -2.42154 0.12
C -1.35403 -3.20912 -0.94846 -0.17
H -2.24178 -2.92907 -0.37833 0.12
H -1.56422 -4.12998 -1.49796 0.12
C -0.15517 -3.42053 -0.01760 -0.15
C 0.23263 -2.11815 0.68566 -0.20
N 1.20541 -2.32866 1.74582 -0.16
C 2.52849 -2.73713 1.29414 -0.15
C 3.30783 -1.59054 0.63877 -0.18
O 3.41791 -0.47867 1.50709 -0.14
C 2.15190 -0.03519 1.94666 -0.19
C 1.36168 -1.17030 2.61313 -0.16
H 0.37791 -0.81027 2.91937 0.12
H 1.90531 -1.50441 3.50202 0.12
H 2.34709 0.76917 2.65797 0.13
H 1.58286 0.37598 1.09710 0.11
H 4.33126 -1.89763 0.41812 0.13
H 2.81743 -1.28713 -0.29827 0.10
H 2.44112 -3.57233 0.60100 0.11
H 3.07377 -3.07741 2.17984 0.13
H -0.66181 -1.70220 1.16068 0.13
H 0.58245 -1.39609 -0.07036 0.11
H -0.40313 -4.17247 0.73154 0.12
H 0.68252 -3.78670 -0.61304 0.11
O -2.46415 -0.56679 -0.86576 0.15
C -2.50271 0.79955 -0.84554 -0.25
N -1.53561 1.33999 -1.52655 0.16
C -3.52517 1.50776 -0.11787 -0.07
C -4.43828 0.86289 0.71920 -0.21
C -5.41639 1.55905 1.40223 -0.01
C -5.49646 2.93330 1.25834 -0.07
C -4.59688 3.59889 0.43799 -0.08
C -3.62364 2.89693 -0.24238 -0.01
H -2.92081 3.39463 -0.89037 0.12
H -4.66023 4.67031 0.32805 0.10
H -6.26013 3.48211 1.78709 0.11
H -6.10046 1.01748 2.03640 0.12
F -4.37010 -0.47262 0.88801 0.08
C 1.80534 1.33775 -1.78298 -0.27
C 3.12809 0.94914 -1.68137 -0.07
C 3.97560 1.61974 -0.81690 -0.09
C 3.47520 2.67695 -0.07016 -0.67
C 2.15102 3.07908 -0.18767 -0.09
C 1.30977 2.40266 -1.05494 -0.06
H 0.27329 2.68350 -1.15985 0.10
H 1.78526 3.90803 0.39745 0.11
Cl 4.51276 3.50300 1.02509 0.70
H 5.00608 1.32166 -0.71179 0.12
H 3.47565 0.11990 -2.27759 0.12

(2)
15
Properties=species:S:1:pos:R:3:lowdin_charge:R:1 method="wB97M-V/def2-TZVPD" e_homo_ev=-13.46 total_energy_ev=-6802.6838 de_lowest_ev=1.627 total_charge=+1 lumo_energy_ev=-3.6
C 0.48407 0.85984 -2.11985 0.01
N 0.79868 -0.15187 -1.02117 0.13
H -0.53671 1.19219 -1.93445 0.10
H 1.21740 1.64982 -2.13458 0.10
H 0.44123 0.36312 -3.09730 0.10
H 1.75559 0.01264 -0.70445 0.16
H 0.65240 -1.08455 -1.38490 0.16
H 0.25221 0.08748 -0.16022 0.11
C -0.06489 0.03296 2.43675 0.03
C -1.08955 -0.54902 1.86228 -0.20
O -0.94055 -1.00422 0.54348 -0.09
H -0.04711 0.25476 3.50045 0.08
H 0.86833 0.36999 2.01498 0.06
H -2.09208 -0.78697 2.19986 0.13
H -1.69900 -1.24617 -0.00087 0.12

(3)
55
Properties=species:S:1:pos:R:3:lowdin_charge:R:1 method="wB97M-V/def2-TZVPD" e_homo_ev=-17.04 total_energy_ev=-43360.5855 de_lowest_ev=0.172 total_charge=+3 lumo_energy_ev=-11.7
Os -0.29423 -0.52955 -0.16081 1.20
C -1.24510 3.94432 -0.52467 0.01
C -0.96728 3.19618 -1.78717 -0.23
N -1.01894 3.85416 -2.93715 0.18
C -0.78497 3.21624 -4.07739 -0.01
C -0.45721 1.85931 -4.17423 -0.09
C -0.20340 1.25981 -5.53688 -0.16
O -0.86332 -0.00095 -5.64856 -0.06
C -0.37023 1.13083 -2.97324 -0.05
C 0.05478 -0.24703 -3.04143 0.01
N 0.09438 -1.11379 -2.07215 -0.10
C 0.51358 -2.45955 -2.36853 -0.32
C 0.20205 -3.06979 -3.57627 0.01
C 0.68744 -4.34344 -3.84633 -0.01
C 1.47199 -5.01651 -2.92198 -0.01
C 1.76477 -4.43305 -1.69282 -0.09
C 1.27213 -3.17070 -1.44692 -0.54
I 1.59548 -2.25201 0.43970 1.25
C -0.65513 1.81997 -1.77602 -0.20
O -0.64973 1.22619 -0.55577 -0.21
H -1.51392 4.96633 -0.77355 0.10
H -0.36385 3.95707 0.12046 0.10
H -2.05822 3.48389 0.03887 0.09
H -0.85497 3.81367 -4.97952 0.14
H 0.87491 1.13897 -5.69177 0.15
H -0.55765 1.95691 -6.29491 0.14
H -1.24720 -0.08540 -6.52797 0.12
H 0.37847 -0.60364 -4.01191 0.14
H -0.42111 -2.56240 -4.30346 0.13
H 0.44367 -4.81314 -4.78941 0.14
H 1.85262 -6.00414 -3.14385 0.14
H 2.36436 -4.96365 -0.96498 0.12
C -1.58388 -3.02790 3.27371 0.03
N -2.03098 -1.68441 3.75204 -0.16
C -3.31790 -1.79962 4.52261 0.04
C -2.04254 -0.62388 2.66204 -0.07
C -2.78120 -1.00894 1.40107 -0.22
C -4.15574 -1.11756 1.43059 0.00
C -4.88608 -1.47567 0.29010 0.03
C -4.24274 -1.71738 -0.91042 -0.01
C -2.86877 -1.55278 -0.98425 -0.05
C -2.11299 -1.19383 0.15054 -0.27
H -1.45870 -3.67672 4.13682 0.12
H -0.64006 -2.92125 2.74536 0.06
H -2.34590 -3.43123 2.61195 0.12
H -1.33800 -1.35679 4.42834 0.19
H -4.06838 -2.26095 3.88859 0.10
H -3.62931 -0.81083 4.84986 0.12
H -3.13214 -2.43609 5.38445 0.12
H -0.98617 -0.40692 2.46849 0.11
H -2.48085 0.26354 3.11859 0.15
H -4.69964 -0.89672 2.34002 0.13
H -5.96429 -1.54846 0.35312 0.14
H -4.80713 -1.99610 -1.78983 0.14
H -2.37690 -1.69105 -1.93715 0.10